No. 1
17
Properties=species:S:1:pos:R:3:mulliken_spin:R:1 method="wB97M-V/def2-TZVPD" max_force_ev_per_a=1.732 gap_ev="9.904 / 6.704" spin_multiplicity=2 e_homo_ha="-0.3395 / -0.3389" relative_energy_kcal_mol=22.89
C 1.968 0.793 -0.029 0.00
N 0.669 1.119 0.237 0.01
C 0.119 2.186 -0.617 0.00
O 2.715 1.377 -0.777 0.00
H 2.250 -0.116 0.542 0.00
H -0.037 0.416 0.525 0.00
H 0.891 2.925 -0.819 0.00
H -0.769 2.563 -0.107 0.00
H -0.272 1.830 -1.580 0.00
C -2.029 -1.735 0.816 -0.01
O -1.054 -0.759 0.841 0.88
C -1.789 -2.666 -0.359 0.08
H -3.041 -1.322 0.754 -0.01
H -1.908 -2.329 1.733 0.05
H -2.663 -3.303 -0.546 0.00
H -0.899 -3.289 -0.218 0.00
H -1.630 -2.068 -1.262 0.00

***

No. 2
17
Properties=species:S:1:pos:R:3:lowdin_charge:R:1 method="wB97M-V/def2-TZVPD" total_charge=+1 max_force_ev_per_a=2.374 smiles="CC[C@H]([NH3+])C(=O)O" gap_ev=11.623 e_homo_ha=-0.5645 relative_energy_kcal_mol=26.75
O -0.878 0.688 1.780 0.20
C -1.044 0.175 0.726 -0.48
O -2.193 -0.105 0.090 0.13
C 0.141 -0.333 -0.072 -0.19
C 1.260 0.653 -0.309 -0.20
C 2.679 0.151 -0.268 -0.09
N -0.280 -1.005 -1.366 0.24
H -3.027 0.201 0.486 0.16
H 0.661 -1.132 0.478 0.17
H 1.044 1.409 0.458 0.13
H 1.203 1.253 -1.233 0.14
H 3.279 0.085 -1.188 0.08
H 2.870 -0.836 0.172 0.09
H 3.371 0.838 0.236 0.09
H -0.781 -1.888 -1.285 0.18
H 0.567 -1.150 -1.923 0.18
H -0.996 -0.435 -1.824 0.17

***

No. 3
18
Properties=species:S:1:pos:R:3:lowdin_charge:R:1 method="wB97M-V/def2-TZVPD" total_charge=-1 max_force_ev_per_a=1.790 gap_ev=6.963 e_homo_ha=-0.1214 relative_energy_kcal_mol=20.11
C 0.933 0.746 1.160 -0.21
C 0.998 1.065 -0.337 -0.73
S -0.009 2.469 -0.954 0.28
C 1.117 -0.778 1.364 -0.50
N -0.043 -1.554 1.301 -0.01
C -1.069 -1.282 0.317 -0.11
O 2.214 -1.257 1.579 0.02
H -0.041 1.024 1.575 0.09
H 1.742 1.324 1.630 0.11
H 0.755 0.174 -0.958 0.05
H 2.057 1.238 -0.572 0.04
H 0.195 -2.544 1.290 0.12
H -1.067 -0.265 -0.061 0.05
H -0.883 -1.944 -0.538 0.09
H -2.067 -1.496 0.728 0.08
H -1.365 1.374 -1.876 -0.16
H -1.506 0.977 -3.243 0.01
O -1.963 0.729 -2.406 -0.24

***

No. 4
18
Properties=species:S:1:pos:R:3:lowdin_charge:R:1 method="wB97M-V/def2-TZVPD" total_charge=+1 max_force_ev_per_a=4.759 gap_ev=8.604 e_homo_ha=-0.4405 relative_energy_kcal_mol=68.21
C 1.405 -0.657 0.173 -0.12
C -0.176 1.060 1.044 -0.14
C 0.307 -1.028 -0.618 -0.24
C -1.109 0.512 0.015 -0.77
N 1.222 0.803 0.542 0.05
O -0.183 -2.261 -0.213 0.02
O -1.095 1.153 -1.256 -0.05
S -2.589 -0.050 0.636 0.93
H 1.446 -1.245 1.052 0.14
H 2.461 -0.685 -0.366 0.19
H -0.149 2.212 1.109 0.18
H -0.281 0.661 2.057 0.14
H 0.354 -0.698 -1.691 0.15
H 1.969 1.123 1.228 0.21
H 1.278 1.400 -0.280 0.17
H -0.722 -2.659 -0.897 0.12
H -1.044 0.464 -1.907 0.07
H -3.093 -0.105 -0.630 -0.06

***

No. 5
18
Properties=species:S:1:pos:R:3:lowdin_charge:R:1 method="wB97M-V/def2-TZVPD" total_charge=-1 max_force_ev_per_a=0.979 gap_ev=6.475 e_homo_ha=-0.0848 relative_energy_kcal_mol=91.18
C -1.026 -1.884 0.531 -0.13
C -0.477 1.668 1.109 -0.03
C 0.153 -1.460 -0.336 -0.41
C 0.632 1.451 0.101 -0.63
N -0.169 -0.311 -1.127 -0.16
O 0.945 -0.124 -2.042 -0.22
O 0.470 2.287 -0.991 -0.02
O 1.739 0.961 0.365 -0.05
H -0.771 -2.781 1.102 0.05
H -1.292 -1.090 1.223 0.04
H -1.889 -2.095 -0.097 0.05
H -1.432 1.556 0.603 0.07
H -0.394 0.954 1.925 0.06
H -0.401 2.685 1.508 0.07
H 1.038 -1.250 0.317 0.09
H 0.445 -2.320 -0.979 0.09
H 0.710 1.732 -1.763 0.07
H 1.717 0.020 -1.450 0.05

***

No. 6
18
Properties=species:S:1:pos:R:3:lowdin_charge:R:1 method="wB97M-V/def2-TZVPD" total_charge=+1 max_force_ev_per_a=2.950 smiles="[NH3+][C@H](CCO)C(=O)O" gap_ev=11.639 e_homo_ha=-0.5534 relative_energy_kcal_mol=10.83
O -1.034 2.340 1.191 0.18
C -1.216 1.215 0.844 -0.51
O -2.236 0.470 1.351 0.11
C -0.445 0.469 -0.179 -0.17
C 0.905 0.141 0.572 -0.08
C 1.999 -0.192 -0.471 -0.21
O 1.410 -1.078 -1.396 -0.07
N -1.182 -0.764 -0.684 0.23
H -2.846 0.951 1.935 0.16
H -0.148 1.009 -1.086 0.18
H 1.100 1.077 1.174 0.15
H 0.744 -0.664 1.291 0.13
H 2.295 0.750 -1.009 0.15
H 2.906 -0.600 -0.039 0.13
H 1.776 -1.962 -1.292 0.12
H -0.593 -1.130 -1.446 0.16
H -2.178 -0.558 -0.815 0.18
H -1.257 -1.474 0.059 0.18

***

No. 7
20
Properties=species:S:1:pos:R:3:lowdin_charge:R:1 method="wB97M-V/def2-TZVPD" total_charge=-2 max_force_ev_per_a=4.284 gap_ev="5.952 / 5.954" e_homo_ha="0.0235 / 0.0234"
C -1.494 1.982 -0.040 -0.19
C 1.036 -1.022 -0.975 -0.15
C 1.574 -1.224 1.324 -0.09
C -1.207 0.667 0.534 -0.15
N 1.560 -0.275 0.115 -0.44
O -1.911 -2.059 0.341 -0.42
O -3.459 -0.041 0.574 -0.43
O -2.309 -0.504 -1.677 -0.48
O 0.987 0.895 0.359 -0.26
P -2.287 -0.729 -0.147 0.00
H -0.508 2.469 -0.358 0.08
H -2.301 1.679 -0.742 0.05
H -1.912 2.788 0.664 0.07
H 1.195 -0.499 -1.960 0.08
H 1.651 -1.897 -1.149 0.05
H -0.060 -1.290 -0.816 0.05
H 0.531 -1.290 1.499 0.03
H 2.177 -2.160 1.254 0.06
H 1.996 -0.557 2.240 0.09
H -1.059 0.568 1.583 0.05

***

No. 8
17
Properties=species:S:1:pos:R:3:lowdin_charge:R:1 method="wB97M-V/def2-TZVPD" max_force_ev_per_a=4.690 gap_ev="7.290 / 7.294" e_homo_ha="-0.2780 / -0.2780" relative_energy_kcal_mol=51.52
C 0.666 0.938 -0.022 -0.07
C 1.869 -0.011 -2.039 -0.14
C -1.747 -0.763 2.167 -0.30
C 0.631 -0.174 -1.208 -0.19
N -0.208 0.766 0.921 -0.17
O -2.302 -0.083 -0.416 -0.46
P -1.992 0.518 0.842 0.60
H 1.284 1.856 -0.001 0.13
H 2.742 -0.697 -1.992 0.08
H 2.331 0.954 -2.032 0.06
H 1.533 -0.315 -3.033 0.07
H -2.603 -1.367 2.570 0.05
H -0.985 -1.460 1.903 0.01
H -1.378 -0.311 3.094 0.02
H 0.492 -1.220 -0.842 0.13
H -0.294 0.020 -1.693 0.07
H -0.039 1.351 1.779 0.12